No. 1
DFT (the ωB97M-V functional and the def2-TZVPD basis) results for H4NP as an isolated structure.

HOMO-LUMO gap: 9.27 eV
HOMO energy: -9.552 eV
energy above the lowest of the compared OMol25 structures with the same formula, charge and spin: 193.5 kJ/mol

ORCA input file:
```
! RIJCOSX wB97M-V def2-TZVPD def2/J DEFGRID3
* xyz 0 1
P 0.13 1.22 -0.33
N -0.32 -0.86 0.67
H -0.92 0.76 -1.34
H 1.05 0.67 -1.42
H 0.56 -1.25 0.81
H -0.51 -0.54 1.61
*
```

Calculated atomic charges, method Löwdin, unit e: 0.63, -0.15, -0.15, -0.16, -0.10, -0.07

No. 2
DFT (the ωB97M-V functional and the def2-TZVPD basis) results for a 10-piece molecular cluster, C45H132N21O16P7 overall.

HOMO-LUMO gap (alpha / beta): 7.70 / 3.12 eV
HOMO energy (alpha / beta): -9.582 / -9.582 eV

ORCA input file:
```
! RIJCOSX wB97M-V def2-TZVPD def2/J DEFGRID3
* xyz 1 2
P -1.47 4.92 -3.77
P 4.12 -4.59 2.99
P -3.52 -2.25 4.93
P -5.04 -2.08 -3.69
P -0.96 4.18 3.58
P 3.90 1.72 -0.04
P 3.55 -1.93 -6.68
O 4.71 -2.28 -5.62
O 2.58 -0.92 -5.88
O 4.33 -1.08 -7.80
O -0.61 -1.40 0.74
O -1.53 -3.80 -0.41
O -6.52 0.42 1.15
O -4.09 -2.99 -4.43
O -4.70 -1.41 5.26
O -0.39 -0.18 -1.03
O 2.51 2.16 0.21
O -1.63 2.89 3.30
O 5.00 -3.90 2.00
O -1.91 5.67 -4.95
O 2.83 -3.12 -7.15
O -5.86 2.20 0.18
O -0.96 -5.61 -1.38
N 2.51 -4.72 2.46
N -5.79 1.38 1.06
N 3.96 -3.80 4.50
N -6.13 -2.82 -2.64
N -0.54 4.40 5.29
N -4.24 -0.91 -2.74
N 5.04 1.79 1.27
N -0.50 5.79 -2.68
N -5.97 -1.03 -4.67
N -1.95 -1.58 5.26
N 4.60 2.73 -1.21
N -2.81 4.42 -2.75
N -3.47 -3.70 5.84
N 4.62 -6.12 3.44
N 0.54 4.30 2.75
N -1.93 5.54 3.19
N -0.99 -4.42 -1.30
N 4.12 0.17 -0.76
N -3.41 -2.65 3.22
N -0.75 -0.36 0.11
N -0.62 3.45 -4.13
C 3.82 -2.35 4.50
C 3.53 -4.48 5.74
C 7.04 -2.63 -5.53
C -5.53 -3.49 -1.45
C 3.05 -0.36 -1.58
C -2.56 4.15 -1.31
C 6.01 2.70 -1.59
C 4.49 1.35 -7.66
C 5.87 -6.19 4.25
C -3.18 -3.74 7.29
C 5.54 3.05 1.86
C 1.57 3.28 2.95
C 5.16 0.02 -7.40
C 0.60 5.20 5.77
C 1.41 -5.45 3.08
C 0.63 -0.56 -4.36
C -4.95 1.67 2.21
C 0.62 4.92 1.42
C -1.32 6.86 3.42
C -1.16 3.59 6.28
C -1.32 2.50 -5.00
C 5.66 -3.28 -5.75
C -1.93 -0.12 5.33
C -7.20 -3.62 -3.35
C 5.41 -0.51 -0.94
C -2.47 -3.67 2.79
C -2.85 -0.37 -3.05
C -4.41 -4.77 5.42
C 4.86 0.73 2.30
C -1.25 0.85 0.80
C -0.61 -2.24 5.06
C 0.96 5.88 -2.86
C 3.68 3.25 -2.22
C -3.32 5.43 3.36
C -3.72 -1.63 2.24
C 2.09 -3.93 1.27
C -4.01 3.83 -3.31
C -1.06 7.00 -2.02
C 0.14 2.73 -3.10
C 1.49 -1.57 -5.17
C 4.56 -7.23 2.51
C -0.33 -3.66 -2.44
C -7.29 -0.42 -4.35
C -5.40 -0.56 -5.93
C -4.94 -0.31 -1.64
H -5.71 1.95 2.95
H 0.04 0.11 -4.99
H 5.73 3.86 1.16
H -5.13 0.76 -1.72
H 4.91 -0.26 1.84
H 6.80 -6.13 3.68
H -1.50 4.17 -1.06
H 0.90 -2.03 -5.97
H -0.61 -3.25 5.47
H 2.88 -1.40 -1.31
H 4.61 -8.16 3.07
H -2.92 3.19 -0.93
H 0.27 5.92 6.52
H 4.72 -2.00 5.00
H -1.89 1.75 -4.45
H 1.22 4.41 0.67
H -4.82 -2.84 -0.94
H 4.35 1.52 -8.73
H -0.83 0.94 1.81
H 1.32 5.10 -3.52
H -7.70 -4.31 -2.67
H -0.41 1.85 -2.77
H 0.46 -4.32 -2.81
H -1.33 7.80 -2.71
H -3.91 6.32 3.17
H -7.85 -3.00 -3.95
H 3.81 0.72 2.60
H -3.74 4.70 2.67
H 2.96 -2.07 5.10
H 5.98 -0.32 -0.03
H 5.58 -0.15 -6.41
H -5.92 0.33 -6.28
H 4.15 -4.12 6.57
H -8.13 -0.85 -4.90
H -0.34 -2.21 4.00
H -4.32 -0.42 -0.75
H -1.97 0.25 4.30
H -2.78 0.69 -2.80
H 4.72 3.39 2.50
H -2.95 -0.86 2.26
H -6.63 -4.24 -4.05
H 1.31 4.59 6.33
H 4.11 3.97 -2.91
H -5.38 -4.57 5.87
H -4.05 -3.69 7.94
H -2.76 -3.95 1.78
H -1.45 7.19 4.45
H -1.35 4.11 7.22
H -0.70 2.12 -5.81
H 1.41 -4.50 0.63
H -0.99 0.22 5.77
H 3.62 -7.28 1.95
H 3.37 2.38 -2.81
H -2.99 4.84 -0.59
H 7.24 -2.16 -4.56
H -2.58 -2.86 7.53
H -3.53 5.13 4.38
H 7.76 -3.44 -5.36
H -4.43 0.79 2.59
H -2.78 0.28 5.86
H 5.98 -0.02 -8.12
H 1.87 -2.38 -4.55
H 6.77 2.41 -0.86
H -2.05 3.03 5.98
H 5.34 -7.09 1.76
H 5.95 -0.19 -1.82
H 1.47 -3.10 1.64
H -4.51 -4.78 4.33
H -0.41 2.86 6.57
H -4.66 -1.22 2.61
H 5.89 -5.54 5.12
H 2.96 -3.62 0.69
H 6.41 2.98 2.51
H -2.33 0.72 0.83
H 5.56 -3.98 -4.91
H 6.13 1.99 -2.41
H -2.70 -0.46 -4.12
H -1.47 -3.25 2.79
H -4.86 4.30 -2.81
H 3.48 1.28 -7.26
H 1.76 3.05 4.00
H -0.39 5.13 1.05
H -7.52 -0.66 -3.31
H 2.76 3.64 -1.79
H 7.40 -2.04 -6.37
H 3.75 -1.95 3.49
H -4.33 -0.42 -5.74
H 0.24 -1.74 5.54
H 5.11 2.13 -7.21
H -0.12 -1.12 -3.81
H 2.55 -4.10 6.05
H -5.91 -0.78 -1.44
H -3.97 -1.97 1.24
H -0.40 7.47 -1.29
H -2.11 -1.02 -2.58
H 6.22 3.67 -2.05
H -2.58 -4.64 7.44
H 2.50 3.57 2.46
H -4.01 -5.77 5.60
H -4.06 2.75 -3.22
H 5.26 -1.57 -1.11
H -5.41 -1.38 -6.64
H 1.65 -6.48 3.34
H -2.60 -4.56 3.40
H -6.28 -3.93 -0.79
H -4.04 4.05 -4.38
H -4.26 2.50 2.04
H 1.23 6.79 -3.39
H 5.89 -7.17 4.73
H 3.23 -0.25 -2.65
H -1.05 -3.52 -3.25
H 1.52 5.88 -1.92
H -0.85 1.73 0.29
H 2.14 0.23 -1.46
H 1.19 0.04 -3.64
H 1.20 5.56 4.93
H -7.13 0.66 -4.37
H 1.00 5.94 1.50
H -1.95 6.63 -1.52
H 0.10 -2.73 -2.09
H -1.92 7.60 2.90
H -4.87 -4.24 -1.89
H 1.09 -5.03 4.03
H -2.15 3.00 -5.51
H 3.46 -5.56 5.67
H 1.13 2.50 -3.49
H 5.48 0.81 3.19
H 0.34 3.39 -2.25
H -0.27 6.77 3.13
H 1.24 2.31 2.59
H 0.46 -5.50 2.53
H 5.62 -3.87 -6.66
*
```

Results of the Löwdin charge analysis, in e, for atoms 1 through 8: 0.60, 0.55, 0.63, 0.60, 0.65, 0.62, 0.43, -0.20

No. 3
DFT (the ωB97M-V functional and the def2-TZVPD basis) results for CH7P3S in the gas phase.

HOMO-LUMO gap (alpha / beta): 5.82 / 5.73 eV
HOMO energy (alpha / beta): -5.010 / -8.750 eV

ORCA input file:
```
! RIJCOSX wB97M-V def2-TZVPD def2/J DEFGRID3
* xyz 0 3
S 1.17 0.40 -1.00
P 1.20 -1.38 0.28
P -1.85 -0.15 -0.18
P -0.94 -1.98 0.49
C 1.22 1.77 0.09
H 1.92 1.56 0.92
H -1.87 -0.72 -1.54
H 1.60 2.53 -0.56
H 1.21 -1.94 -1.00
H -3.15 -0.59 0.13
H -0.76 -1.60 1.92
H 0.25 2.10 0.43
*
```

Results of the Löwdin charge analysis, in e, for atoms 1 through 8: 0.43, 0.17, 0.34, 0.18, -0.52, 0.05, -0.12, 0.00

No. 4
DFT (the ωB97M-V functional and the def2-TZVPD basis) results for C41H42P2ReSe as an isolated structure.

HOMO-LUMO gap (alpha / beta): 6.15 / 5.55 eV
HOMO energy (alpha / beta): -12.599 / -12.654 eV

ORCA input file:
```
! RIJCOSX wB97M-V def2-TZVPD def2/J DEFGRID3
* xyz 2 4
Re 0.06 -0.71 -5.52
Se -0.30 -0.50 -2.84
P -0.22 -1.65 -7.53
P 1.01 0.74 -7.03
C -1.07 -2.41 -6.10
C -1.73 1.33 -0.57
C -1.47 -2.56 -10.07
C 1.29 0.25 1.75
C 0.21 -0.92 -0.02
C -0.49 -1.74 0.83
C -0.15 1.46 -2.66
C 2.98 2.41 -5.94
C 1.34 4.64 -5.68
C -2.34 2.10 -3.47
C -1.07 1.49 -3.81
C -3.46 1.28 -2.79
C -2.24 -4.03 -4.13
C 3.39 1.91 -10.37
C -1.72 -3.58 -11.00
C 0.83 3.47 -6.24
C 1.76 -0.17 -4.40
C -0.34 -2.69 -4.88
C -2.91 -3.83 -5.36
C -1.10 -3.35 -3.80
C -0.21 -1.57 2.22
C 1.88 -0.31 -9.67
C 3.21 0.90 -11.32
C 1.66 2.36 -6.42
C -2.35 -2.99 -6.31
C -0.69 0.98 -7.53
C -3.08 0.00 -2.14
C 2.00 0.71 -8.70
C 0.62 -0.54 2.68
C 0.46 -3.77 -9.25
C -2.20 -0.02 -1.11
C -1.30 -0.19 -7.88
C 2.78 1.81 -9.10
C -0.47 -2.73 -9.08
C 3.46 3.55 -5.28
C -0.51 1.98 -1.30
C 0.23 -4.75 -10.22
C 2.64 4.67 -5.18
C -0.91 -4.72 -11.04
C 1.17 -0.04 0.36
C 2.45 -0.22 -10.95
H -2.67 -4.76 -3.45
H -2.56 -3.50 -11.69
H -1.49 1.22 0.50
H 1.76 0.50 -0.38
H -2.77 2.58 -4.33
H -2.28 -0.77 -0.32
H 2.92 2.67 -8.45
H 2.30 -1.03 -11.69
H -2.01 2.85 -2.77
H 0.87 1.69 -2.95
H -0.65 -2.24 2.96
H 0.94 -5.57 -10.32
H -4.24 1.07 -3.53
H -1.14 -5.55 -11.71
H 3.03 5.58 -4.71
H 2.28 0.47 -5.14
H 0.40 1.76 -0.71
H -0.67 -3.46 -2.79
H -0.60 1.82 -4.74
H 4.47 3.54 -4.87
H 2.38 -1.07 -4.40
H -3.92 1.91 -2.01
H -0.22 3.44 -6.53
H -2.90 -2.75 -7.22
H -1.20 -2.50 0.50
H 3.63 0.99 -12.34
H 1.92 1.10 2.04
H -2.23 -0.39 -8.40
H 0.77 -2.86 -4.88
H -1.08 1.98 -7.54
H 0.76 -0.33 3.75
H -2.53 2.09 -0.55
H -3.89 -4.30 -5.52
H 1.98 0.42 -3.50
H 3.64 1.54 -6.01
H -0.62 3.08 -1.36
H 0.71 5.53 -5.64
H 4.00 2.78 -10.64
H 1.35 -3.81 -8.62
H -3.43 -0.94 -2.55
H -2.06 -1.64 -10.12
H 1.30 -1.20 -9.44
*
```

Results of the Löwdin charge analysis, in e, for atoms 1 through 8: 0.81, 1.22, 0.92, 0.88, -0.50, -0.14, -0.07, -0.05

No. 5
DFT (the ωB97M-V functional and the def2-TZVPD basis) results for C5H13NO in the gas phase.

SMILES string: CC(C)[C@H](N)CO
HOMO-LUMO gap: 10.28 eV
HOMO energy: -9.343 eV
energy above the lowest of the compared OMol25 structures with the same formula, charge and spin: 66.4 kJ/mol

ORCA input file:
```
! RIJCOSX wB97M-V def2-TZVPD def2/J DEFGRID3
* xyz 0 1
O 2.59 0.51 0.89
N 1.27 -1.16 -0.97
C 1.20 0.22 1.01
C 0.67 0.06 -0.41
C -1.52 -1.12 0.22
C -1.48 1.37 -0.26
C -0.86 0.00 -0.56
H 1.15 -1.09 -1.98
H -2.56 -1.24 -0.13
H 2.28 -1.12 -0.82
H -1.12 2.12 -0.95
H 1.01 0.98 -0.90
H -2.56 1.29 -0.29
H -0.97 -0.20 -1.63
H 0.72 1.04 1.46
H -1.19 1.68 0.74
H -1.07 -2.08 -0.03
H 1.02 -0.71 1.57
H -1.56 -0.96 1.29
H 2.99 0.40 1.76
*
```

Results of the Löwdin charge analysis, in e, for atoms 1 through 8: -0.07, 0.05, -0.23, -0.39, -0.08, -0.07, -0.40, 0.08

No. 6
DFT (the ωB97M-V functional and the def2-TZVPD basis) results for C5H8O in the gas phase.

SMILES string: C1CC2(C1)CO2
HOMO-LUMO gap: 11.10 eV
HOMO energy: -10.005 eV
energy above the lowest of the compared OMol25 structures with the same formula, charge and spin: 249.6 kJ/mol

ORCA input file:
```
! RIJCOSX wB97M-V def2-TZVPD def2/J DEFGRID3
* xyz 0 1
O 1.65 0.92 0.69
C -0.30 0.51 -1.06
C 0.57 0.02 0.15
C -1.50 -0.25 -0.46
C 2.00 -0.39 0.39
C -0.80 -0.09 0.91
H -0.94 0.94 1.28
H -2.54 0.07 -0.63
H -0.09 0.37 -2.13
H -1.44 -1.30 -0.76
H -1.06 -0.79 1.70
H 2.70 -0.51 -0.44
H -0.40 1.58 -0.86
H 2.26 -1.01 1.26
*
```

Results of the Löwdin charge analysis, in e, for atoms 1 through 8: -0.05, -0.11, -0.29, -0.18, -0.13, -0.11, 0.12, 0.11

No. 7
DFT (the ωB97M-V functional and the def2-TZVPD basis) results for C5H11O4 in the gas phase.

HOMO-LUMO gap (alpha / beta): 4.92 / 7.28 eV
HOMO energy (alpha / beta): -4.127 / -10.095 eV
energy above the lowest of the compared OMol25 structures with the same formula, charge and spin: 435.1 kJ/mol

ORCA input file:
```
! RIJCOSX wB97M-V def2-TZVPD def2/J DEFGRID3
* xyz 0 4
O -0.30 0.16 0.84
O -2.35 -4.76 1.07
O -0.76 -0.82 1.53
O -3.66 -1.42 0.68
C -4.67 -4.06 0.89
C -2.69 -2.39 1.03
C -3.20 -3.75 0.50
C -1.23 -2.10 0.77
C -3.06 -3.80 -1.03
H -1.07 -1.72 -0.26
H -2.44 -5.63 0.59
H -2.71 -2.44 2.11
H -4.96 -5.03 0.43
H -0.53 -2.88 1.07
H -5.33 -3.26 0.52
H -2.05 -3.55 -1.41
H -3.75 -3.08 -1.49
H -3.34 -0.58 1.03
H -4.76 -4.07 1.99
H -3.37 -4.80 -1.40
*
```

Results of the Löwdin charge analysis, in e, for atoms 1 through 8: 0.13, -0.04, -0.07, -0.02, -0.02, -0.36, -0.56, -0.12

No. 8
DFT (the ωB97M-V functional and the def2-TZVPD basis) results for a 2-piece molecular cluster, C8H5N3O2 overall.

HOMO-LUMO gap (alpha / beta): 6.80 / 6.81 eV
HOMO energy (alpha / beta): -7.870 / -7.870 eV
energy above the lowest of the compared OMol25 structures with the same formula, charge and spin: 328.7 kJ/mol

ORCA input file:
```
! RIJCOSX wB97M-V def2-TZVPD def2/J DEFGRID3
* xyz 0 1
O -4.05 0.19 1.28
O -2.37 1.72 1.15
N 2.10 0.01 1.44
N -0.64 -1.83 -1.56
N 0.14 0.60 -0.74
C 0.50 1.43 0.18
C 1.09 -1.57 -0.05
C 1.38 1.08 1.24
C 0.07 -2.26 -0.48
C -0.37 0.56 -1.99
C -3.19 0.94 1.24
C -0.60 -0.82 -2.26
C 2.12 -1.05 0.57
H -0.69 1.28 -2.72
H 3.12 -1.45 0.38
H 0.17 2.51 0.11
H 1.51 1.78 2.21
H -0.27 -3.11 -0.02
*
```

Results of the Löwdin charge analysis, in e, for atoms 1 through 8: 0.22, 0.21, 0.04, 0.11, 0.02, -0.17, 0.04, -0.15

No. 9
DFT (the ωB97M-V functional and the def2-TZVPD basis) results for a 4-piece molecular cluster, C4H12O4 overall.

SMILES string: C=CC(=C)O.O.O.O
HOMO-LUMO gap: 9.36 eV
HOMO energy: -9.007 eV
energy above the lowest of the compared OMol25 structures with the same formula, charge and spin: 252.4 kJ/mol

ORCA input file:
```
! RIJCOSX wB97M-V def2-TZVPD def2/J DEFGRID3
* xyz 0 1
O 0.18 -0.34 -0.78
O 1.86 -2.28 -0.14
O 2.54 0.00 1.48
O -2.17 -0.56 -2.46
C -1.19 2.27 -0.72
C -0.49 0.06 0.39
C -0.49 -0.65 1.50
C -1.24 1.36 0.32
H 1.93 -1.36 0.17
H 3.43 0.40 1.34
H -2.71 -0.14 -1.79
H -1.75 3.20 -0.67
H -1.30 -0.75 -2.13
H 2.72 -2.29 -0.54
H -0.94 -0.19 2.45
H -1.98 1.42 1.17
H -0.05 -1.61 1.58
H -0.57 1.92 -1.78
H 1.94 0.84 1.36
H 0.31 -1.29 -0.75
*
```

Results of the Löwdin charge analysis, in e, for atoms 1 through 8: -0.04, -0.06, -0.09, -0.05, 0.02, -0.43, 0.05, -0.15

| no. | strongest force on any atom (eV/A) |
| --- | --- |
| 1 | 4.9 |
| 2 | 3.1 |
| 3 | 3.0 |
| 4 | 4.4 |
| 5 | 1.3 |
| 6 | 1.6 |
| 7 | 6.9 |
| 8 | 4.1 |
| 9 | 4.1 |